1.
# C4H7ClO3S

A cluster of 2 separate species, C4H7ClO3S in total at a distorted geometry (ωB97M-V/def2-TZVPD, OMol25).

The calculation puts the orbital gap at 10.46 eV. For the energy above the lowest of the compared OMol25 structures with the same formula, charge and spin, the calculation gives 41.5 kcal/mol. As for the SMILES: O=S1(=O)CCC=C1Cl.O.

```
! RIJCOSX wB97M-V def2-TZVPD def2/J DEFGRID3
* xyz 0 1
O 2.495 -0.135 1.561
S 1.421 0.054 0.612
O 1.693 1.122 -0.308
C -0.239 0.325 1.346
C -1.209 -0.389 0.445
C -0.495 -1.477 -0.300
C 0.838 -1.307 -0.383
Cl 2.000 -2.251 -1.150
H -0.325 1.402 1.598
H -0.101 -0.102 2.292
H -1.577 0.169 -0.492
H -2.085 -0.625 1.036
H -1.206 -2.136 -0.768
O -0.800 1.805 -1.771
H -0.336 2.240 -2.449
H -0.075 1.306 -1.269
*
```

These are the natural (NBO) partial charges, in e, on atoms 1 to 6: number 1, O, carries -0.892; number 2, S, carries 2.138; number 3, O, carries -0.964; number 4, C, carries -0.644; number 5, C, carries -0.474; number 6, C, carries -0.133



2.
# C18H22CuN7

A structure of composition C18H22CuN7 at a distorted geometry (ωB97M-V/def2-TZVPD, OMol25).

The calculation puts the orbital gap at 7.69 eV.

```
! RIJCOSX wB97M-V def2-TZVPD def2/J DEFGRID3
* xyz 2 1
Cu 0.439 -1.250 -0.190
N -2.615 -0.463 2.792
C -1.562 -0.983 2.161
N -1.189 -0.641 0.971
C -1.942 0.300 0.244
N -1.739 0.432 -1.023
N -0.769 -0.338 -1.523
C -0.903 -1.056 -2.578
C 0.091 -2.084 -2.821
C 0.252 -2.706 -4.058
C 1.095 -3.797 -4.166
C 1.753 -4.251 -3.029
C 1.562 -3.575 -1.837
N 0.762 -2.519 -1.729
C -3.006 1.010 0.929
C -3.756 2.029 0.335
C -4.837 2.570 1.004
C -5.174 2.126 2.279
C -4.432 1.136 2.894
C -3.358 0.569 2.219
H -2.914 -0.832 3.686
H -0.991 -1.744 2.679
H -1.786 -1.035 -3.210
H -0.299 -2.342 -4.908
H 1.209 -4.306 -5.109
H 2.382 -5.124 -3.064
H 2.034 -3.916 -0.924
H -3.484 2.366 -0.653
H -5.432 3.337 0.533
H -6.028 2.548 2.786
H -4.686 0.804 3.890
N 3.415 2.563 0.980
C 3.744 1.890 -0.307
C 2.563 1.006 -0.731
N 2.195 0.036 0.290
C 1.926 0.694 1.559
C 3.097 1.562 2.032
H 2.593 3.165 0.834
H 4.195 3.161 1.281
H 4.649 1.295 -0.162
H 3.944 2.644 -1.070
H 2.825 0.484 -1.651
H 1.689 1.629 -0.943
H 2.923 -0.667 0.391
H 1.711 -0.059 2.317
H 1.031 1.310 1.433
H 3.984 0.949 2.207
H 2.838 2.074 2.960
*
```

These are the natural (NBO) partial charges, in e, on atoms 1 to 6: number 1, Cu, carries 0.877; number 2, N, carries -0.544; number 3, C, carries 0.345; number 4, N, carries -0.656; number 5, C, carries 0.383; number 6, N, carries -0.314



3.
# C24H48O8

A cluster of 3 separate species, C24H48O8 in total at a distorted geometry (ωB97M-V/def2-TZVPD, OMol25).

The calculation puts the orbital gap at 8.90 eV. For the energy above the lowest of the compared OMol25 structures with the same formula, charge and spin, the calculation gives 239.3 kcal/mol. As for the SMILES: CCCC[C@]1(CCCCCCCOC)OC(=O)O[C@H]1CCOC=O.CC(C)O.CC(C)O.

```
! RIJCOSX wB97M-V def2-TZVPD def2/J DEFGRID3
* xyz 0 1
C 0.097 -1.809 2.661
C -1.269 -1.160 3.284
C -2.585 -1.206 2.316
C -2.292 -1.118 0.709
C -1.570 0.263 0.198
C -0.109 -0.167 -0.443
C 1.158 0.724 0.102
C 1.601 1.847 -1.041
C 3.020 2.500 -0.520
C 2.764 3.982 0.157
C 2.220 5.087 -0.936
C 0.923 5.968 -0.411
O 0.985 6.312 1.020
C -0.327 6.802 1.507
O -1.574 1.323 1.261
C -1.641 2.617 0.564
O -0.932 3.652 1.022
O -2.516 2.449 -0.606
C -2.698 0.969 -0.776
C -2.624 0.762 -2.400
C -2.597 -0.800 -2.895
O -4.020 -1.160 -3.201
C -4.042 -2.343 -4.084
O -3.964 -2.239 -5.431
H 0.888 -0.947 2.585
H 0.523 -2.564 3.481
H -0.041 -2.442 1.687
H -1.062 -0.009 3.523
H -1.555 -1.644 4.321
H -3.377 -0.373 2.626
H -3.131 -2.244 2.511
H -1.753 -2.110 0.382
H -3.359 -1.149 0.175
H 0.178 -1.305 -0.227
H -0.080 -0.079 -1.634
H 2.087 -0.022 0.169
H 1.028 1.170 1.175
H 0.753 2.650 -1.117
H 1.779 1.315 -2.094
H 3.515 1.783 0.283
H 3.755 2.539 -1.433
H 2.031 3.841 1.086
H 3.807 4.353 0.553
H 3.106 5.769 -1.286
H 1.849 4.495 -1.882
H 0.907 7.003 -1.004
H -0.085 5.423 -0.716
H -0.723 6.025 2.322
H -0.217 7.850 2.068
H -1.093 6.891 0.627
H -3.836 0.862 -0.523
H -1.672 1.284 -2.897
H -3.556 1.311 -2.897
H -1.982 -0.837 -3.910
H -2.114 -1.489 -2.081
H -4.119 -3.412 -3.601
C -2.655 -5.940 5.414
C -1.848 -4.940 4.601
C -0.636 -5.597 3.960
O -1.417 -3.879 5.449
H -2.053 -6.359 6.228
H -3.518 -5.450 5.879
H -3.014 -6.761 4.786
H -2.482 -4.501 3.823
H 0.038 -6.004 4.723
H -0.058 -4.863 3.389
H -0.934 -6.408 3.289
H -0.854 -4.260 6.143
C 4.250 -0.523 -5.536
C 4.101 -0.549 -4.023
C 4.463 -1.911 -3.453
O 2.755 -0.234 -3.675
H 3.583 -1.254 -6.007
H 3.974 0.459 -5.933
H 5.279 -0.746 -5.835
H 4.743 0.219 -3.577
H 3.804 -2.690 -3.851
H 4.340 -1.918 -2.365
H 5.499 -2.175 -3.690
H 2.178 -0.911 -4.067
*
```

These are the Löwdin partial charges, in e, on atoms 1 to 6: number 1, C, carries -0.119; number 2, C, carries -0.234; number 3, C, carries -0.197; number 4, C, carries -0.143; number 5, C, carries -0.273; number 6, C, carries -0.101



4.
# C4H10NO2

The ion C4H10NO2 with charge -1 at a distorted geometry (ωB97M-V/def2-TZVPD, OMol25).

The calculation puts the orbital gap at 6.28 eV. For the energy above the lowest of the compared OMol25 structures with the same formula, charge and spin, the calculation gives 103.0 kcal/mol. As for the SMILES: [O-]CCCNCO.

```
! RIJCOSX wB97M-V def2-TZVPD def2/J DEFGRID3
* xyz -1 1
O -1.314 1.799 -0.440
C -1.370 1.810 0.878
C -0.569 0.522 1.566
C -0.607 -0.764 0.710
N 0.757 -1.295 0.210
C 1.215 -0.512 -0.991
O 1.746 -1.469 -1.969
H -2.343 1.928 1.361
H -0.915 2.801 1.258
H -1.095 0.101 2.558
H 0.348 0.866 1.897
H -1.016 -1.509 1.376
H -1.211 -0.569 -0.250
H 1.455 -1.196 0.932
H 2.079 0.081 -0.692
H 0.587 -0.066 -1.739
H 1.343 -2.337 -1.884
*
```

These are the natural (NBO) partial charges, in e, on atoms 1 to 6: number 1, O, carries -0.938; number 2, C, carries 0.016; number 3, C, carries -0.469; number 4, C, carries -0.243; number 5, N, carries -0.663; number 6, C, carries 0.077



5.
# C21H33Cl2LaN4O3

A structure of composition C21H33Cl2LaN4O3 at a distorted geometry (ωB97M-V/def2-TZVPD, OMol25).

The calculation puts the orbital gap at 5.70 eV.

```
! RIJCOSX wB97M-V def2-TZVPD def2/J DEFGRID3
* xyz 0 1
O -1.885 -3.621 -1.521
C -1.651 -4.799 -1.341
C -2.375 -5.682 -0.389
C -3.412 -5.162 0.398
H -3.683 -4.112 0.303
C -4.080 -5.998 1.291
H -4.886 -5.603 1.905
C -3.716 -7.345 1.398
H -4.238 -7.996 2.094
C -2.679 -7.857 0.608
H -2.398 -8.905 0.693
C -2.013 -7.027 -0.280
H -1.205 -7.408 -0.901
H -0.853 -5.330 -1.908
C 2.200 -0.957 1.869
C 2.337 0.345 1.334
H 3.048 -1.150 2.532
H 2.202 -1.723 1.080
H 1.275 -1.111 2.440
C 3.264 1.259 1.314
C 4.587 1.058 1.984
H 3.176 2.215 0.805
H 4.636 0.117 2.558
H 4.814 1.880 2.674
H 5.398 1.032 1.244
La 0.550 1.064 0.251
Cl -0.987 0.854 2.207
Cl 0.079 -1.275 -0.688
H -4.237 -0.136 -1.002
H -5.232 1.784 0.338
C -3.255 0.100 -0.578
C -4.232 1.955 0.747
N -3.226 1.512 -0.205
H -2.460 -0.098 -1.297
C -2.178 2.281 -0.463
O -1.187 1.921 -1.155
H -4.097 3.024 0.944
H -2.216 3.285 -0.021
H -3.080 -0.520 0.314
H -4.126 1.402 1.692
H 3.285 2.852 -4.249
H 1.474 1.594 -5.680
C 3.333 1.941 -3.638
C 1.606 0.758 -4.986
N 2.056 1.239 -3.706
H 3.551 2.194 -2.603
C 1.345 1.026 -2.642
O 1.785 1.485 -1.550
H 0.651 0.239 -4.860
H 0.406 0.460 -2.728
H 4.122 1.295 -4.044
H 2.341 0.062 -5.406
C 1.469 3.179 3.438
C 1.333 3.901 2.170
N 1.053 3.405 0.987
C 1.026 4.463 0.054
C 1.298 5.590 0.711
N 1.497 5.242 2.061
H 2.475 3.330 3.831
H 0.724 3.560 4.141
H 1.295 2.112 3.274
H 0.810 4.303 -0.994
H 1.366 6.591 0.340
H 1.722 5.905 2.808
*
```

These are the Löwdin partial charges, in e, on atoms 1 to 6: number 1, O, carries -0.001; number 2, C, carries -0.221; number 3, C, carries -0.193; number 4, C, carries -0.016; number 5, H, carries 0.116; number 6, C, carries -0.075



6.
# C48H72O24

A cluster of 12 separate species, C48H72O24 in total at a distorted geometry (ωB97M-V/def2-TZVPD, OMol25).

The calculation puts the orbital gap at 9.52 eV. For the energy above the lowest of the compared OMol25 structures with the same formula, charge and spin, the calculation gives 160.3 kcal/mol. As for the SMILES: O=C1CCCO1.O=C1CCCO1.O=C1CCCO1.O=C1CCCO1.O=C1CCCO1.O=C1CCCO1.O=C1CCCO1.O=C1CCCO1.O=C1CCCO1.O=C1CCCO1.O=C1CCCO1.O=C1CCCO1.

```
! RIJCOSX wB97M-V def2-TZVPD def2/J DEFGRID3
* xyz 0 1
O -5.849 5.608 1.307
C -4.898 4.804 1.151
C -4.953 3.341 0.778
C -3.565 3.235 0.180
C -2.714 4.055 1.086
O -3.543 5.152 1.310
H -5.232 2.679 1.597
H -5.667 3.237 -0.039
H -3.054 2.274 0.128
H -3.339 3.578 -0.830
H -2.463 3.591 2.040
H -1.926 4.477 0.462
O -1.216 -2.548 -5.468
C -0.598 -3.537 -5.146
C -0.433 -4.202 -3.794
C -0.027 -5.583 -4.087
C 0.827 -5.354 -5.389
O 0.150 -4.331 -6.097
H 0.384 -3.605 -3.390
H -1.377 -3.941 -3.315
H 0.736 -5.944 -3.398
H -0.811 -6.331 -4.207
H 1.822 -5.037 -5.078
H 0.901 -6.315 -5.898
O 2.442 6.066 -2.079
C 3.287 5.249 -1.667
C 3.008 3.843 -1.297
C 4.463 3.363 -0.928
C 5.334 4.567 -1.345
O 4.530 5.624 -1.539
H 2.256 3.688 -0.523
H 2.659 3.351 -2.205
H 4.488 3.183 0.147
H 4.785 2.383 -1.282
H 5.991 4.775 -0.501
H 5.880 4.258 -2.237
O 5.736 0.648 0.236
C 5.242 -0.152 1.068
C 5.497 -0.284 2.546
C 4.683 -1.430 3.103
C 3.983 -1.873 1.787
O 4.239 -0.944 0.802
H 6.574 -0.410 2.655
H 5.312 0.659 3.061
H 5.301 -2.299 3.326
H 3.965 -1.324 3.916
H 4.246 -2.887 1.485
H 2.907 -1.891 1.961
O -0.586 -1.383 -1.754
C -0.299 -0.551 -0.926
C -0.741 0.932 -0.805
C -0.368 1.163 0.664
C 0.866 0.302 0.992
O 0.553 -0.809 0.266
H -0.249 1.567 -1.542
H -1.792 1.143 -1.002
H 0.026 2.172 0.783
H -1.170 0.951 1.372
H 1.800 0.670 0.567
H 0.922 0.121 2.066
O 0.984 -2.672 3.202
C -0.197 -2.979 3.421
C -1.433 -2.320 2.813
C -2.567 -2.723 3.793
C -2.001 -4.056 4.455
O -0.614 -3.916 4.275
H -1.292 -1.270 2.556
H -1.521 -2.822 1.850
H -2.716 -1.987 4.583
H -3.516 -2.849 3.272
H -2.126 -4.030 5.538
H -2.427 -4.888 3.894
O 1.928 3.778 2.082
C 2.460 4.829 2.359
C 1.821 6.185 2.352
C 2.908 7.280 2.314
C 4.117 6.342 2.715
O 3.727 4.966 2.740
H 1.217 6.375 1.465
H 1.372 6.203 3.345
H 2.903 7.780 1.346
H 2.814 8.035 3.095
H 4.957 6.402 2.023
H 4.519 6.570 3.703
O -3.737 1.008 -2.143
C -4.870 1.344 -2.319
C -6.150 1.059 -1.589
C -7.140 2.050 -2.132
C -6.388 2.809 -3.311
O -5.125 2.267 -3.360
H -6.489 0.114 -2.014
H -5.793 1.115 -0.561
H -7.946 1.565 -2.682
H -7.472 2.798 -1.412
H -7.025 2.744 -4.193
H -6.154 3.786 -2.888
O 2.954 -4.570 -1.398
C 2.079 -5.095 -0.680
C 0.801 -4.398 -0.097
C -0.087 -5.662 0.069
C 0.757 -6.841 0.040
O 2.045 -6.439 -0.384
H 1.156 -3.975 0.843
H 0.387 -3.690 -0.815
H -0.803 -5.621 0.889
H -0.775 -5.744 -0.773
H 0.815 -7.341 1.007
H 0.256 -7.491 -0.678
O 1.654 1.078 -2.446
C 2.221 0.262 -3.134
C 1.597 -0.769 -4.026
C 2.811 -1.519 -4.524
C 3.991 -0.634 -4.116
O 3.550 0.433 -3.320
H 0.745 -1.339 -3.655
H 1.064 -0.261 -4.830
H 3.094 -2.485 -4.107
H 2.603 -1.728 -5.573
H 4.779 -1.182 -3.600
H 4.386 -0.031 -4.934
O -2.885 -4.480 0.074
C -3.393 -4.262 -0.994
C -3.619 -2.933 -1.654
C -4.595 -3.323 -2.763
C -4.489 -4.901 -2.946
O -3.813 -5.338 -1.744
H -3.955 -2.109 -1.026
H -2.724 -2.464 -2.061
H -5.624 -3.251 -2.411
H -4.376 -2.841 -3.716
H -5.491 -5.329 -2.977
H -3.821 -5.206 -3.751
O 0.538 0.627 7.688
C 0.533 1.312 6.671
C -0.207 2.618 6.325
C 0.491 3.061 5.069
C 1.209 1.860 4.542
O 1.244 0.972 5.652
H -1.250 2.303 6.326
H -0.017 3.341 7.119
H -0.089 3.384 4.204
H 1.386 3.683 5.087
H 0.709 1.502 3.642
H 2.201 2.180 4.224
*
```

These are the Löwdin partial charges, in e, on atoms 1 to 6: number 1, O, carries 0.077; number 2, C, carries -0.366; number 3, C, carries -0.054; number 4, C, carries -0.183; number 5, C, carries -0.202; number 6, O, carries 0.004



7.
# CH10NO3

A cluster of 4 separate species, CH10NO3 in total at a distorted geometry (ωB97M-V/def2-TZVPD, OMol25).

The calculation puts the orbital gap at 10.20 eV. For the energy above the lowest of the compared OMol25 structures with the same formula, charge and spin, the calculation gives 9.1 kcal/mol.

```
! RIJCOSX wB97M-V def2-TZVPD def2/J DEFGRID3
* xyz 1 1
C -0.881 -1.720 1.496
N 0.044 -1.294 0.739
H -1.918 -1.842 1.229
H -0.530 -2.027 2.482
H 0.948 -0.824 1.055
H -0.204 -1.010 -0.208
H -2.308 2.388 -1.707
H -2.537 1.303 -2.763
O -1.911 1.647 -2.154
H 0.642 1.756 -1.560
H -0.126 0.485 -1.597
O 0.683 0.865 -1.221
H 3.028 0.014 0.710
H 2.695 0.422 2.097
O 2.376 -0.163 1.403
*
```

These are the natural (NBO) partial charges, in e, on atoms 1 to 6: number 1, C, carries 0.141; number 2, N, carries -0.572; number 3, H, carries 0.231; number 4, H, carries 0.219; number 5, H, carries 0.484; number 6, H, carries 0.424



8.
# C4H4N2S2

The molecule C4H4N2S2 at a distorted geometry (ωB97M-V/def2-TZVPD, OMol25).

The calculation puts the orbital gap at 10.28 eV. For the energy above the lowest of the compared OMol25 structures with the same formula, charge and spin, the calculation gives 32.1 kcal/mol. As for the SMILES: N#CC(S)(C#N)CS.

```
! RIJCOSX wB97M-V def2-TZVPD def2/J DEFGRID3
* xyz 0 1
N -0.194 2.209 1.596
C -0.349 1.235 1.003
C -0.514 0.008 0.188
S -2.158 0.148 -0.615
C -0.485 -1.176 1.060
N -0.476 -2.151 1.688
C 0.627 -0.061 -0.861
S 2.289 -0.125 -0.190
H -2.091 -1.068 -1.132
H 0.533 0.767 -1.522
H 0.478 -0.948 -1.446
H 2.341 1.162 0.230
*
```

These are the natural (NBO) partial charges, in e, on atoms 1 to 6: number 1, N, carries -0.253; number 2, C, carries 0.266; number 3, C, carries -0.360; number 4, S, carries 0.090; number 5, C, carries 0.260; number 6, N, carries -0.252



| no. | E_HOMO (eV) | lowest unoccupied orbital energy (eV) | total energy (eV) |
| --- | --- | --- | --- |
| 1 | -10.0794 | 0.38 | -33759.786 |
| 2 | -13.1529 | -5.46 | -74079.883 |
| 3 | -9.0035 | -0.10 | -42035.872 |
| 4 | -2.3815 | 3.90 | -9892.981 |
| 5 | -5.3830 | 0.32 | -60320.879 |
| 6 | -9.5649 | -0.05 | -100080.513 |
| 7 | -15.0073 | -4.80 | -8824.769 |
| 8 | -10.0423 | 0.24 | -28862.146 |